Record 1
Density functional theory data (ωB97M-V with the def2-TZVPD basis set) for a molecular structure, C25H42F3GaIO7 at a distorted geometry.

```
79
Properties=species:S:1:pos:R:3
C 4.05937 -1.86564 -0.13839
C 3.00973 -1.30862 -0.33108
Ga 1.38950 -0.28777 -0.91777
C 0.40651 0.53212 0.69216
C -1.00292 0.89454 0.21791
C -1.74790 1.85349 1.08922
F -1.12292 2.38958 2.17685
C -3.05447 2.20429 0.83983
F -3.38072 2.98904 -0.19784
F -4.10921 1.74413 1.51148
C 1.93450 1.31346 -2.08618
O 2.16767 2.40491 -1.22780
O 2.14468 3.60970 -2.05236
C 0.09410 -1.40231 -2.07682
C 0.08889 -2.83212 -1.71172
O 0.20136 -3.31009 -0.64494
I -0.19277 -4.31688 -3.38723
H 5.04561 -2.25427 -0.07312
H 0.96917 1.42296 0.96063
H 0.39336 -0.14176 1.54705
H -0.86708 1.29426 -0.79532
H -1.59629 -0.00485 0.08499
H 1.05826 1.55884 -2.69228
H 2.81231 1.11434 -2.70237
H 2.21453 4.29960 -1.38334
H -0.93183 -1.04313 -1.99392
H 0.39664 -1.33616 -3.11911
C -5.75008 -0.69056 -0.83592
C -5.77068 -0.97606 -2.33651
C -4.38344 -0.50278 -2.76087
O -3.52355 -0.72240 -1.63675
C -4.31011 -1.02836 -0.48093
H -6.47234 -1.26894 -0.26039
H -5.94451 0.37041 -0.65958
H -5.87584 -2.04930 -2.51350
H -6.57138 -0.46318 -2.86968
H -4.38283 0.56941 -2.98958
H -3.99606 -1.03671 -3.62001
H -4.20072 -2.09439 -0.24909
H -3.92918 -0.44883 0.35944
C 6.33560 0.48447 3.23926
C 5.96601 -0.15630 4.57108
C 5.52008 -1.54148 4.13272
O 6.27155 -1.86593 2.95939
C 6.93554 -0.69126 2.48227
H 7.02069 1.32720 3.32895
H 5.43275 0.83036 2.73174
H 6.85272 -0.23193 5.20875
H 5.19563 0.38365 5.11706
H 4.45773 -1.55057 3.86681
H 5.69346 -2.30283 4.89569
H 8.00755 -0.79903 2.69064
H 6.79528 -0.60466 1.40423
C -4.38584 0.26191 -7.79101
C -3.40380 -0.88868 -7.99819
C -2.63147 -0.87067 -6.68673
O -3.53510 -0.39767 -5.68546
C -4.70552 0.13285 -6.30654
H -5.27227 0.20458 -8.42180
H -3.88941 1.21519 -7.98581
H -3.94853 -1.83022 -8.10132
H -2.76232 -0.77040 -8.87008
H -1.78575 -0.17703 -6.73313
H -2.25533 -1.85338 -6.40277
H -5.53375 -0.56618 -6.13827
H -4.95907 1.08726 -5.84248
C 1.33396 1.54243 7.32793
C 0.89808 0.33967 6.49636
C 1.92780 0.34796 5.37608
O 3.13290 0.88899 5.93876
C 2.85066 1.46393 7.21423
H 0.98565 1.51494 8.35989
H 0.96942 2.46406 6.86906
H 0.99082 -0.57484 7.08741
H -0.12434 0.40468 6.12875
H 1.61347 0.99269 4.55060
H 2.13071 -0.64605 4.97828
H 3.27280 0.81188 7.98816
H 3.33229 2.44046 7.28431
```

Frontier orbital gap (eV): 7.375
Charge: -1

***

Record 2
Density functional theory data (ωB97M-V with the def2-TZVPD basis set) for a single C5H4F2S molecule at a distorted geometry.

```
12
Properties=species:S:1:pos:R:3
C 0.57515 0.56409 -1.82225
C 0.17261 -0.10163 -0.56513
S 0.45055 -1.75287 -0.05163
C -0.19133 -1.47726 1.52929
C -0.59287 -0.17568 1.63878
F -1.06394 0.30211 2.84153
C -0.24269 0.67890 0.43841
F -0.64626 1.92200 0.27509
H 1.66474 0.90367 -1.81858
H 0.30549 0.05238 -2.77119
H -0.14756 1.38917 -1.85261
H -0.28390 -2.30489 2.15829
```

Frontier orbital gap (eV): 9.927
SMILES: Cc1scc(F)c1F
Charge: 0

***

Record 3
Density functional theory data (ωB97M-V with the def2-TZVPD basis set) for a single CH2N4O2 molecule at a distorted geometry.

```
9
Properties=species:S:1:pos:R:3
O -3.59466 0.52084 0.07204
N -2.59126 -0.10684 0.09287
N -1.98978 -1.10797 -0.08017
C -0.65096 -1.19406 -0.10597
N 0.02498 -0.01909 -0.12506
N -0.76191 1.00939 -0.19343
O -0.02736 2.23032 -0.12008
H -0.32400 -2.24655 -0.04625
H 0.78887 1.99560 0.26285
```

Frontier orbital gap (alpha / beta) (eV): 7.448 / 7.447
SMILES: O=N/N=C\N=N\O
Charge: 0

***

Record 4
Density functional theory data (ωB97M-V with the def2-TZVPD basis set) for a gas-phase ion, C5H12N3 (charge +1) at a distorted geometry.

```
20
Properties=species:S:1:pos:R:3
C 1.52292 -1.84287 -0.21465
C 0.49200 -0.76022 0.13184
C 0.46654 0.62058 0.00272
C 1.51946 1.66380 -0.31950
N -0.80685 1.13781 0.46108
C -1.73273 -0.06080 0.45615
N -2.50504 -0.05792 -0.77819
N -0.78632 -1.18655 0.62448
H 0.94856 -2.63149 -0.42448
H 2.27103 -2.10090 0.70131
H 2.14849 -1.56616 -1.15827
H 1.46888 1.87003 -1.47445
H 2.47733 1.27978 -0.18726
H 1.41336 2.62092 0.25266
H -0.58173 1.77113 1.37161
H -1.14991 1.78248 -0.13994
H -2.42132 -0.13551 1.37107
H -3.31528 -0.75355 -0.77395
H -2.03885 0.14605 -1.61082
H -1.06325 -2.10439 0.50477
```

Frontier orbital gap (eV): 9.189
SMILES: CC1=C(C)[NH2+][C@@H](N)N1
Charge: +1

***

Record 5
Density functional theory data (ωB97M-V with the def2-TZVPD basis set) for 6 unconnected molecules or ions with the total composition C12H32F2N6O11S2 at a distorted geometry.

```
65
Properties=species:S:1:pos:R:3
C -0.98084 4.82016 3.67066
C -1.75816 4.10314 2.59193
O -2.90560 4.21437 2.31065
N -0.74487 3.24793 1.75857
H 0.18767 3.36165 2.12944
H -0.90312 2.26480 1.92743
C -0.79705 3.65592 0.17858
H -1.54445 5.61347 4.16167
H -0.07720 5.27137 3.26084
H -0.64375 4.06258 4.37815
H -0.53868 4.69133 -0.04341
H -1.79004 3.49633 -0.24167
H -0.00947 3.03625 -0.25017
C 3.12536 -1.01166 -6.86045
C 2.80998 -1.24576 -5.41574
O 3.45413 -1.97400 -4.68375
N 1.67184 -0.38605 -4.95021
H 2.08997 0.52992 -4.87109
H 0.92247 -0.44963 -5.62438
C 1.12459 -0.72838 -3.49831
H 2.35938 -1.46647 -7.48857
H 3.97798 -1.54235 -7.28413
H 3.19506 0.02432 -7.19209
H 0.51871 0.10911 -3.15245
H 2.02708 -0.87842 -2.90577
H 0.61169 -1.68339 -3.61235
C 3.63093 -2.17438 0.36666
C 3.99266 -0.82877 -0.38872
O 4.80053 -0.96113 -1.30542
N 3.65359 0.58192 0.10322
H 3.59000 1.14111 -0.73544
H 2.75725 0.63134 0.56607
C 4.58838 1.10408 1.21478
H 4.23379 -2.29889 1.26619
H 3.90483 -2.94207 -0.35703
H 2.57965 -2.18297 0.65447
H 4.31125 2.11773 1.50430
H 5.57368 1.11632 0.74880
H 4.42302 0.29947 1.93127
C -4.24222 -0.32902 -1.44908
C -4.21935 -1.23741 -0.28522
O -5.21530 -1.59263 0.35530
N -2.91687 -1.76854 0.26214
H -2.19600 -1.06191 0.22876
H -2.97543 -1.95477 1.25309
C -2.36361 -2.88995 -0.62615
H -3.96307 -0.83666 -2.37237
H -3.47276 0.43193 -1.31870
H -5.20153 0.17651 -1.55979
H -1.83339 -2.34083 -1.40426
H -3.08676 -3.61571 -0.99820
H -1.54778 -3.35443 -0.07227
N -3.58427 -2.22230 4.89996
S -2.08807 -2.77652 5.51231
O -1.41754 -1.99824 6.53883
O -1.21122 -3.59283 4.64677
F -2.73758 -4.07669 6.21403
S -2.86740 -1.08490 4.10767
O -2.32598 -1.54741 2.82093
O -2.35293 0.06847 4.81961
F -4.25135 -0.53367 3.57180
N -0.33898 0.30899 0.24665
O -0.39081 -0.24780 -0.82032
O 0.66764 0.82134 0.55890
O -1.28939 0.51499 1.00694
```

Frontier orbital gap (alpha / beta) (eV): 9.874 / 5.939
Charge: +3
Multiplicity: 2
Expectation value of S²: 0.760

***

Record 6
Density functional theory data (ωB97M-V with the def2-TZVPD basis set) for a molecular structure, C21H40F9N3NbO8S at a distorted geometry.

```
83
Properties=species:S:1:pos:R:3
C -1.08205 2.20702 -1.03935
N -0.67564 1.36819 -2.17010
C -0.03983 2.17855 -3.20329
C 0.17874 0.31509 -1.66884
O 1.38811 0.47061 -1.59021
C -0.56539 -0.89032 -1.29144
Nb -1.35050 -2.29396 -2.92423
N -1.72863 -3.79685 -1.57778
C 0.53185 -3.48786 -3.37680
C 1.74293 -2.93269 -2.62199
C 3.01079 -3.77108 -2.72747
F 3.88986 -3.24304 -3.63545
F 2.81571 -5.05678 -3.12689
C 3.84949 -3.81206 -1.40284
F 3.93370 -2.58011 -0.90922
F 5.08593 -4.23915 -1.64943
S 3.20188 -4.93982 0.00436
F 4.63474 -4.88821 0.71910
F 2.71876 -3.71125 0.88986
F 1.74683 -5.04304 -0.63597
F 3.66424 -6.22816 -0.82921
F 2.71529 -5.91440 1.16928
N -1.11052 -0.91086 -4.50556
C -2.01283 -1.06877 -5.32482
O -2.85707 -1.10790 -6.11926
H -1.93245 2.83281 -1.33960
H -0.25987 2.86438 -0.70301
H -1.39503 1.57961 -0.19548
H 0.55276 1.54356 -3.86934
H -0.82587 2.65874 -3.80007
H 0.61813 2.95766 -2.78926
H 0.02571 -1.48673 -0.57969
H -1.49346 -0.58229 -0.78379
H -3.11004 -1.85623 -2.58202
H -2.14847 -3.33815 -4.20677
H -2.67262 -3.77087 -1.20749
H -1.55579 -4.72998 -1.93787
H 0.70506 -3.44183 -4.46253
H 0.37601 -4.54560 -3.13654
H 2.02599 -1.94067 -2.99778
H 1.51603 -2.78846 -1.56307
O -1.20786 -0.29178 1.73450
C -1.23064 -1.28253 2.41169
O -0.07828 -1.65537 3.00448
C 0.01960 -2.65769 4.01987
C 0.14820 -4.06195 3.46597
C -2.44167 -2.17187 2.53018
H -0.80751 -2.57088 4.72689
H 0.91379 -2.36633 4.56459
H -0.74963 -4.37727 2.93388
H 0.32803 -4.76418 4.28113
H 0.98453 -4.11553 2.76816
H -2.37283 -2.93187 1.75034
H -3.32252 -1.56486 2.34144
H -2.53491 -2.66442 3.49544
O -0.18325 5.84875 -2.39904
C -1.07190 6.16675 -1.66136
O -2.18887 5.40439 -1.64531
C -3.22084 5.55155 -0.66877
C -4.24780 6.59170 -1.06644
C -1.01085 7.40852 -0.79941
H -2.79467 5.75622 0.31443
H -3.67892 4.56486 -0.61834
H -3.81082 7.58913 -1.12238
H -5.05895 6.61468 -0.33766
H -4.66514 6.34705 -2.04285
H -1.46457 8.23206 -1.35137
H 0.03657 7.64130 -0.63133
H -1.51740 7.31434 0.15735
O 1.01447 -0.25776 5.81033
C 1.49366 0.52007 5.02510
O 1.26535 1.83678 5.22739
C 1.83520 2.85088 4.38965
C 0.99190 3.11454 3.15953
C 2.23856 0.07873 3.78963
H 2.86283 2.59910 4.12897
H 1.87184 3.73226 5.02902
H 0.93897 2.24344 2.50722
H 1.41458 3.94153 2.58768
H -0.02440 3.37695 3.45337
H 1.51871 -0.01650 2.97602
H 2.66029 -0.90411 3.98040
H 3.03465 0.75017 3.48146
```

Frontier orbital gap (eV): 7.036
Charge: -1

***

Record 7
Density functional theory data (ωB97M-V with the def2-TZVPD basis set) for a molecular structure, C37H29ClN6OSiTi at a distorted geometry.

```
76
Properties=species:S:1:pos:R:3
Ti -0.18514 -0.08159 -0.02672
C 3.32699 -2.61153 0.00055
C 2.02278 -2.15916 -0.11228
N 1.70742 -0.89970 0.17990
C 2.70036 -0.07182 0.56475
C 3.99719 -0.55976 0.69010
N 4.30629 -1.81527 0.41252
C 2.26029 1.30280 0.84095
C 3.04477 2.33679 1.30986
C 2.45858 3.57979 1.57075
C 1.09360 3.72884 1.34377
C 0.35756 2.65040 0.87723
N 0.94478 1.46945 0.62086
C -1.07937 2.61715 0.61915
C -1.96630 3.67618 0.79556
N -3.25032 3.58288 0.50352
C -3.67876 2.42184 0.00578
C -2.83330 1.34455 -0.16704
N -1.53470 1.42235 0.15655
C 3.25865 4.69315 2.11322
C 4.22735 4.45226 3.08509
C 4.92855 5.52704 3.60949
N 4.73126 6.78350 3.22661
C 3.81601 7.01002 2.29131
C 3.05420 6.00845 1.70807
H 3.59712 -3.63262 -0.23356
H 1.21462 -2.80066 -0.43652
H 4.80734 0.07850 1.02204
H 4.10425 2.19223 1.46596
H 0.60924 4.67079 1.55903
H -1.62371 4.62926 1.18206
H -4.73076 2.35954 -0.23827
H -3.18129 0.40364 -0.57183
H 4.41380 3.45213 3.45431
H 5.67891 5.37656 4.37736
H 3.68652 8.04524 1.99673
H 2.34080 6.25668 0.93253
Cl -0.51184 -0.61610 2.36426
C -1.27432 -1.51809 0.99111
H -2.35080 -1.48440 1.15753
H -0.93731 -2.55119 1.07251
O -0.23326 -0.39235 -1.69967
Si -0.29581 -0.72766 -3.31020
C -0.91253 0.82446 -4.17030
C -1.26049 0.81072 -5.52181
C -1.73307 1.95340 -6.14833
C -1.87147 3.13358 -5.43042
C -1.53010 3.16664 -4.08632
C -1.05210 2.02129 -3.46576
C 1.39719 -1.23191 -3.93899
C 1.91882 -2.49251 -3.63541
C 3.12462 -2.91695 -4.17157
C 3.82598 -2.08967 -5.03933
C 3.32249 -0.83609 -5.35460
C 2.11764 -0.41330 -4.81044
C -1.52445 -2.12499 -3.54462
C -1.52358 -2.87648 -4.72104
C -2.50700 -3.82392 -4.96210
C -3.51011 -4.03553 -4.02701
C -3.51363 -3.31243 -2.84223
C -2.52810 -2.36631 -2.60484
H -1.16750 -0.10749 -6.09280
H -1.99621 1.92383 -7.19791
H -2.24387 4.02439 -5.91910
H -1.63573 4.08622 -3.52314
H -0.77392 2.05192 -2.41796
H 1.35569 -3.16400 -2.99393
H 3.50855 -3.90022 -3.92907
H 4.75335 -2.42910 -5.48172
H 3.86162 -0.18781 -6.03357
H 1.72861 0.56607 -5.06678
H -0.73562 -2.72434 -5.45230
H -2.48768 -4.39959 -5.87877
H -4.28540 -4.76519 -4.22074
H -4.28702 -3.48766 -2.10455
H -2.52329 -1.81275 -1.67105
```

Frontier orbital gap (alpha / beta) (eV): 5.326 / 6.922
Charge: +1
Multiplicity: 2
Expectation value of S²: 0.757

***

Record 8
Density functional theory data (ωB97M-V with the def2-TZVPD basis set) for a molecular structure, C29H18BrO5PPdS4 at a distorted geometry.

```
59
Properties=species:S:1:pos:R:3
Pd -0.54410 0.31350 0.04660
O -1.96700 6.99910 0.48590
C -1.64770 5.84570 0.33350
S -2.32940 4.79250 -0.89630
C -1.39190 3.33180 -0.52890
C -0.53270 3.42140 0.53180
S 0.49470 2.18810 1.12860
S -0.45350 5.00940 1.31870
S -1.63570 1.98430 -1.54410
O 4.42000 -0.19050 -1.12440
C 3.40890 -0.77740 -0.75610
O 2.20050 -0.38470 -0.86180
C 3.50920 -2.14150 -0.11200
C 4.68490 -2.87270 -0.06310
C 4.68560 -4.12660 0.52250
C 3.51480 -4.62670 1.08150
C 2.34570 -3.89000 1.04640
C 2.33000 -2.64110 0.43150
P 0.84020 -1.62310 0.15670
C -0.26310 -2.68230 1.25630
C -1.21970 -3.62930 0.91600
C -1.93950 -4.28620 1.90020
C -1.71870 -4.00460 3.23680
C -0.81130 -3.01800 3.59170
C -0.10750 -2.35830 2.60570
C 0.38360 -2.22570 -1.51520
C 0.04370 -1.27370 -2.47470
C -0.37650 -1.66350 -3.73190
C -0.48310 -3.01250 -4.03890
C -0.11730 -3.96220 -3.10160
C 0.33420 -3.57240 -1.85010
H 5.57790 -2.44730 -0.50260
H 5.59270 -4.71750 0.54950
H 3.51240 -5.60870 1.54050
H 1.44670 -4.29500 1.49030
H -1.40700 -3.85190 -0.12360
H -2.67130 -5.03610 1.62490
H -2.26820 -4.53640 4.00160
H -0.66170 -2.77640 4.63760
H 0.58760 -1.56340 2.86610
H 0.12910 -0.21290 -2.22170
H -0.63820 -0.91440 -4.46680
H -0.84660 -3.31940 -5.01190
H -0.18910 -5.01590 -3.34580
H 0.64860 -4.31960 -1.13200
Br -6.17610 -4.99550 -1.20120
C -5.59460 -3.66760 0.05070
C -6.32350 -3.50800 1.21680
C -5.89640 -2.55840 2.13120
C -4.76640 -1.80430 1.87630
C -4.04910 -1.97900 0.69870
C -4.47490 -2.91840 -0.23470
C -2.81100 -1.14080 0.43270
O -2.40810 -0.41310 1.36560
O -2.27940 -1.23710 -0.68880
H -7.20390 -4.10900 1.40050
H -6.45690 -2.41820 3.04470
H -4.41450 -1.06730 2.58010
H -3.93060 -3.04240 -1.16000
```

Frontier orbital gap (alpha / beta) (eV): 4.999 / 4.984
Charge: -2

***

In order of appearance, calculated total energy = -109559.5316; -21518.7123; -11117.6480; -9841.6040; -71494.3403; -80117.1644; -93342.0220; -166758.8748 eV.